Density functional theory data (wB97M-V/def2-TZVPD) for a 3-piece molecular cluster, C24H53N2O3 overall.

Atoms and positions in Å:
C  3.38449  -0.11609  2.74602
C  4.55296  -0.99175  2.27434
C  4.60616  -1.07485  0.74360
C  3.74734  -2.25430  0.24610
C  3.23136  -2.04713  -1.17814
C  2.16677  -0.91394  -1.20300
C  2.41067  0.18130  -2.25856
C  2.90218  1.53571  -1.73641
C  2.15608  2.10600  -0.52693
C  0.64775  2.35334  -0.75821
C  -0.31558  1.37579  -0.04867
N  -1.67690  1.60683  -0.46721
C  -2.46383  2.29919  0.52064
C  -3.76886  1.52137  0.75594
C  -4.65272  1.52951  -0.48358
C  -5.72233  0.43571  -0.50847
N  -5.24521  -0.82117  0.08082
C  -6.33140  -1.75143  0.40129
C  -4.28137  -1.42931  -0.80033
C  -2.96836  -1.77085  -0.17226
O  -4.48579  -1.61450  -1.95377
H  3.64152  0.92480  2.56764
H  3.16471  -0.26743  3.79799
H  2.51532  -0.35540  2.14061
H  4.41911  -2.00021  2.66690
H  5.49011  -0.59519  2.65658
H  5.63577  -1.25886  0.44189
H  4.26715  -0.15915  0.26161
H  2.90938  -2.35459  0.93437
H  4.33137  -3.16922  0.33760
H  4.05695  -1.88485  -1.86734
H  2.72371  -2.97769  -1.42164
H  1.22010  -1.38192  -1.45341
H  2.04732  -0.53520  -0.19635
H  1.52649  0.29644  -2.87404
H  3.17587  -0.19644  -2.93897
H  2.74938  2.25418  -2.54507
H  3.97689  1.54323  -1.55437
H  2.62522  3.06775  -0.30791
H  2.34225  1.49035  0.35019
H  0.40997  3.33810  -0.35335
H  0.40171  2.39852  -1.81241
H  -0.05178  0.35924  -0.38333
H  -0.18024  1.41038  1.04946
H  -2.69010  3.32804  0.15445
H  -1.98495  2.36403  1.51676
H  -4.30550  1.97049  1.60307
H  -3.44866  0.51556  0.97215
H  -5.18258  2.48623  -0.47595
H  -4.04785  1.54179  -1.38388
H  -6.06186  0.27440  -1.53871
H  -6.58909  0.77388  0.05725
H  -7.27782  -1.23944  0.49370
H  -6.12235  -2.24374  1.35120
H  -6.42489  -2.53132  -0.35779
H  -2.49680  -2.59413  -0.68994
H  -2.32426  -0.88469  -0.21402
H  -3.13624  -1.98302  0.88339
C  1.59103  -6.50296  -0.90037
C  2.95318  -6.26961  -1.53565
C  3.58708  -7.57821  -1.98502
O  3.81140  -5.60750  -0.60961
H  1.68474  -7.13432  -0.01180
H  1.15283  -5.55737  -0.57947
H  0.90502  -6.98610  -1.59822
H  2.84756  -5.60146  -2.39127
H  3.74244  -8.24310  -1.13033
H  4.56462  -7.39495  -2.43317
H  2.95952  -8.09287  -2.71479
H  3.92027  -6.17975  0.15928
C  -0.79390  5.94222  1.32403
C  -2.26979  6.18269  1.59362
C  -2.71894  7.54133  1.07492
O  -2.52255  6.09902  2.99931
H  -0.18033  6.69575  1.83095
H  -0.48982  4.96769  1.70665
H  -0.57630  5.97817  0.25556
H  -2.85671  5.39714  1.11823
H  -2.16908  8.34610  1.57407
H  -3.77873  7.69824  1.28281
H  -2.55794  7.62630  -0.00110
H  -2.00439  6.78916  3.42977

Cartesian forces (eV/Å) of the 3 atoms listed first:
0.602 -0.291 -0.373
-0.319 0.423 -0.178
-0.045 -0.824 0.208

Summary:
Orbital gap   3.9 eV
Energy   -1281.4060 Ha
Total charge   -1
Highest occupied orbital energy   -0.058 Eh

=====

Density functional theory data (wB97M-V/def2-TZVPD) for a 2-piece molecular cluster, C4H6BrF overall.

Atoms and positions in Å:
C  -0.46310  -1.06902  0.71997
C  -0.20378  -1.94054  -0.22491
C  -0.13009  1.62011  -0.48232
C  0.54999  0.86858  0.59340
F  -0.70593  -3.18186  -0.07875
Br  2.37785  0.30535  0.00889
H  -1.13926  -1.28574  1.52094
H  0.22819  -1.96952  -1.24160
H  -1.27262  1.47861  -0.63605
H  0.26119  1.21846  -1.47027
H  -0.10843  2.77631  -0.35628
H  0.60598  1.17926  1.64696

Cartesian forces (eV/Å) of the 3 atoms listed first:
2.269 3.547 -0.912
-0.198 -0.269 -0.874
-2.136 1.473 -1.835

Summary:
Orbital gap   10.1 eV
Energy   -2829.7479 Ha
Relative energy (zero: lowest compared OMol25 entry of this formula, charge and spin)   62.88 kcal/mol
Highest occupied orbital energy   -0.353 Eh

=====

> What is the energy in the second record?

-2829.7479 Ha